#one
This record from OMol25 describes C60H50F10NNaO3 as an isolated structure. The level of theory is ωB97M-V/def2-TZVPD.

Structure (XYZ):
```
125
C60H50F10NNaO3 ωB97M-V/def2-TZVPD
Na -1.01 -1.03 -0.04
N 1.14 0.74 0.02
O -0.04 1.22 0.25
O 2.05 1.52 -0.27
O 1.34 -0.47 -0.04
F -0.98 -1.28 2.56
C -1.70 -1.26 3.74
C -3.03 -0.93 3.73
C -3.67 -0.79 4.97
C -3.02 -1.13 6.18
C -1.64 -1.35 6.12
C -0.99 -1.33 4.90
H -3.52 -0.67 2.82
H -4.72 -0.51 5.02
H -3.53 -1.07 7.13
H -0.98 -1.40 7.05
H 0.12 -1.30 4.80
F -1.66 -0.12 -2.14
C -0.67 0.25 -3.06
C -0.36 1.59 -3.07
C 0.50 2.02 -4.05
C 1.01 1.13 -5.01
C 0.57 -0.21 -5.00
C -0.21 -0.69 -3.94
H -0.84 2.28 -2.35
H 0.88 3.04 -4.07
H 1.46 1.55 -5.85
H 0.75 -0.82 -5.86
H -0.61 -1.68 -3.97
F 0.48 5.78 4.64
C 0.67 4.44 4.57
C 0.59 3.67 5.73
C 0.66 2.26 5.54
C 0.91 1.72 4.30
C 0.94 2.54 3.15
C 0.82 3.94 3.27
H 0.41 4.16 6.71
H 0.50 1.62 6.36
H 1.00 0.65 4.14
H 1.16 2.02 2.23
H 0.85 4.63 2.41
F -0.06 -2.99 -1.41
C 1.01 -3.44 -2.03
C 2.06 -2.55 -2.27
C 3.21 -2.85 -2.90
C 3.32 -4.20 -3.30
C 2.34 -5.11 -3.09
C 1.10 -4.68 -2.50
H 1.82 -1.60 -1.89
H 3.98 -2.13 -3.13
H 4.25 -4.54 -3.70
H 2.46 -6.11 -3.48
H 0.30 -5.43 -2.38
F -3.11 -2.53 -0.14
C -3.59 -3.02 1.04
C -4.91 -2.88 1.32
C -5.33 -3.53 2.52
C -4.38 -4.20 3.33
C -3.10 -4.41 2.91
C -2.69 -3.75 1.76
H -5.56 -2.35 0.65
H -6.37 -3.65 2.74
H -4.80 -4.79 4.13
H -2.54 -5.20 3.33
H -1.67 -3.92 1.40
F -2.89 0.59 0.31
C -3.17 1.80 0.99
C -2.50 2.01 2.19
C -2.68 3.22 2.81
C -3.50 4.21 2.23
C -4.32 3.90 1.16
C -4.18 2.68 0.51
H -1.81 1.33 2.57
H -2.04 3.43 3.72
H -3.51 5.23 2.65
H -5.00 4.57 0.81
H -4.75 2.46 -0.37
F 1.48 7.33 -2.58
C 0.65 6.46 -1.92
C 1.23 5.26 -1.48
C 0.43 4.39 -0.70
C -0.93 4.71 -0.45
C -1.41 5.89 -1.01
C -0.68 6.78 -1.80
H 2.25 5.01 -1.72
H 0.76 3.52 -0.14
H -1.52 4.02 0.16
H -2.50 5.97 -0.98
H -1.12 7.68 -2.29
F 2.32 -3.43 4.12
C 2.87 -2.22 3.95
C 2.76 -1.58 2.73
C 3.32 -0.29 2.59
C 3.98 0.27 3.66
C 4.03 -0.41 4.89
C 3.53 -1.67 5.01
H 2.24 -2.02 1.87
H 3.19 0.28 1.67
H 4.33 1.27 3.52
H 4.46 0.10 5.71
H 3.61 -2.14 5.97
F -2.28 -5.06 -3.48
C -2.18 -4.24 -4.52
C -3.19 -3.26 -4.64
C -3.24 -2.40 -5.72
C -2.24 -2.48 -6.71
C -1.20 -3.35 -6.53
C -1.16 -4.25 -5.44
H -3.98 -3.28 -3.87
H -4.11 -1.65 -5.83
H -2.29 -1.79 -7.51
H -0.33 -3.29 -7.13
H -0.31 -4.99 -5.29
F 6.12 -0.32 -5.85
C 5.79 0.08 -4.56
C 4.44 0.31 -4.37
C 4.01 0.69 -3.12
C 4.93 0.85 -2.08
C 6.32 0.46 -2.28
C 6.71 0.10 -3.57
H 3.70 0.08 -5.22
H 2.92 0.78 -2.90
H 4.51 1.12 -1.15
H 7.02 0.60 -1.42
H 7.72 -0.17 -3.66
```

Calculated values
Gap between HOMO and LUMO = 9.0 eV
HOMO energy = -0.3263 hartree

#two
This record from OMol25 describes C60H50F10NNaO3 as an isolated structure. The level of theory is ωB97M-V/def2-TZVPD.

Structure (XYZ):
```
125
C60H50F10NNaO3 ωB97M-V/def2-TZVPD
Na 0.32 0.16 -0.60
N 0.19 2.04 -2.42
O -0.87 1.76 -1.80
O 0.33 3.03 -3.10
O 1.17 1.33 -2.27
F 2.57 1.06 0.62
C 2.80 1.82 1.69
C 1.79 2.04 2.66
C 1.99 2.92 3.69
C 3.21 3.57 3.79
C 4.19 3.37 2.83
C 4.01 2.46 1.77
H 0.88 1.51 2.63
H 1.21 3.04 4.42
H 3.41 4.23 4.61
H 5.13 3.89 2.94
H 4.75 2.32 0.95
F -1.12 -1.73 -0.58
C -2.42 -1.81 -1.00
C -3.25 -0.70 -0.79
C -4.56 -0.80 -1.37
C -4.98 -1.94 -2.10
C -4.13 -3.05 -2.10
C -2.85 -3.00 -1.56
H -2.95 0.20 -0.27
H -5.19 0.06 -1.38
H -5.92 -1.85 -2.61
H -4.37 -3.95 -2.71
H -2.24 -3.87 -1.61
F -2.14 7.11 1.76
C -1.29 6.22 1.21
C -0.12 5.89 1.85
C 0.71 4.94 1.30
C 0.37 4.38 0.12
C -0.81 4.70 -0.52
C -1.73 5.63 0.07
H 0.18 6.30 2.81
H 1.65 4.73 1.80
H 1.08 3.68 -0.34
H -0.96 4.27 -1.49
H -2.70 5.93 -0.33
F 1.86 -1.39 -0.71
C 2.21 -2.68 -0.90
C 1.23 -3.59 -1.19
C 1.59 -4.92 -1.37
C 2.87 -5.31 -1.10
C 3.88 -4.37 -0.78
C 3.52 -3.03 -0.65
H 0.21 -3.25 -1.32
H 0.85 -5.67 -1.60
H 3.08 -6.37 -1.32
H 4.92 -4.64 -0.57
H 4.22 -2.20 -0.58
F 0.70 -0.61 1.74
C 1.45 -1.07 2.76
C 0.73 -1.53 3.85
C 1.51 -2.06 4.89
C 2.88 -2.13 4.78
C 3.56 -1.62 3.66
C 2.81 -1.18 2.56
H -0.33 -1.36 3.89
H 1.10 -2.30 5.84
H 3.45 -2.35 5.70
H 4.65 -1.50 3.69
H 3.38 -0.84 1.71
F -1.32 1.34 1.00
C -1.90 1.57 2.23
C -1.88 2.83 2.76
C -2.60 2.94 3.94
C -3.41 1.98 4.52
C -3.36 0.73 3.96
C -2.70 0.51 2.75
H -1.30 3.62 2.24
H -2.54 3.89 4.48
H -3.98 2.15 5.42
H -3.94 -0.06 4.41
H -2.66 -0.47 2.29
F -8.09 2.87 -0.91
C -6.79 2.90 -0.98
C -6.10 2.70 -2.19
C -4.71 2.64 -2.13
C -4.00 2.86 -0.96
C -4.68 3.09 0.20
C -6.08 3.14 0.21
H -6.62 2.58 -3.14
H -4.10 2.48 -3.05
H -2.93 2.86 -1.09
H -4.09 3.31 1.08
H -6.62 3.36 1.12
F 5.32 0.10 -1.03
C 5.50 1.11 -1.96
C 4.35 1.58 -2.57
C 4.55 2.63 -3.47
C 5.79 3.11 -3.82
C 6.92 2.64 -3.18
C 6.78 1.59 -2.28
H 3.38 1.10 -2.41
H 3.70 2.95 -4.01
H 5.86 3.79 -4.67
H 7.91 3.04 -3.39
H 7.69 1.12 -1.94
F -1.98 -2.78 1.93
C -1.79 -4.09 1.73
C -2.97 -4.82 1.49
C -2.96 -6.20 1.19
C -1.69 -6.79 1.08
C -0.56 -6.03 1.33
C -0.54 -4.68 1.67
H -3.88 -4.21 1.51
H -3.86 -6.77 1.08
H -1.53 -7.82 0.88
H 0.47 -6.39 1.28
H 0.46 -4.29 1.80
F 1.44 -5.00 -5.47
C 0.96 -3.82 -5.08
C -0.40 -3.71 -4.78
C -0.87 -2.45 -4.43
C -0.01 -1.37 -4.30
C 1.34 -1.51 -4.54
C 1.83 -2.77 -4.93
H -1.00 -4.61 -4.88
H -1.92 -2.25 -4.19
H -0.39 -0.43 -3.94
H 1.98 -0.69 -4.26
H 2.86 -3.05 -5.12
```

Calculated values
Gap between HOMO and LUMO = 9.2 eV
HOMO energy = -0.3286 hartree

Relative energies, in eV, with the most stable structure set to zero: #one 0.842; #two 0.000.

#one
This record from OMol25 describes a 2-piece molecular cluster, C2H2O4S overall. The level of theory is ωB97M-V/def2-TZVPD.

Structure (XYZ):
```
9
C2H2O4S ωB97M-V/def2-TZVPD
C 0.36 0.33 0.75
C 0.43 0.43 -0.74
O 1.21 -0.07 1.51
O 3.16 -2.35 1.38
O 0.80 1.35 -1.40
O 2.41 -1.34 -0.71
S 3.10 -1.18 0.55
H -0.64 0.61 1.13
H 0.00 -0.49 -1.19
```

Calculated values
Gap between HOMO and LUMO = 9.9 eV
HOMO energy = -0.3812 hartree

#two
This record from OMol25 describes a 2-piece molecular cluster, C2H2O4S overall. The level of theory is ωB97M-V/def2-TZVPD.

Structure (XYZ):
```
9
C2H2O4S ωB97M-V/def2-TZVPD
C -0.28 0.38 1.13
C -1.20 -0.57 0.27
O 0.48 -0.02 1.96
O 2.07 1.18 -1.39
O -2.01 -0.13 -0.54
O 0.66 -0.61 -0.93
S 1.63 -0.12 -1.79
H -0.47 1.47 1.01
H -0.89 -1.59 0.29
```

Calculated values
Gap between HOMO and LUMO = 8.0 eV
HOMO energy = -0.3541 hartree

Relative energies, in eV, with the most stable structure set to zero: #one 0.000; #two 0.390.

#one
This record from OMol25 describes a 2-piece molecular cluster, C2H2N3P overall. The level of theory is ωB97M-V/def2-TZVPD.

Structure (XYZ):
```
8
C2H2N3P ωB97M-V/def2-TZVPD
C -1.14 1.11 1.31
C 0.73 -1.14 0.83
N -1.46 2.06 1.84
N 1.61 -1.25 1.56
N 0.23 -0.31 -1.53
P -0.68 -1.06 -0.35
H -0.01 0.05 -2.44
H 0.72 0.54 -1.22
```

Calculated values
Gap between HOMO and LUMO (spin up / spin down) = 8.0 / 8.0 eV
HOMO energy (spin up / spin down) = -0.3888 / -0.3887 hartree

#two
This record from OMol25 describes a 2-piece molecular cluster, C2H2N3P overall. The level of theory is ωB97M-V/def2-TZVPD.

Structure (XYZ):
```
8
C2H2N3P ωB97M-V/def2-TZVPD
C -2.33 -1.72 0.03
C -2.66 1.26 0.04
N -3.27 -2.34 -0.21
N -3.05 2.32 0.09
N -1.39 -0.93 0.30
P 0.19 -0.65 0.25
H 0.60 0.24 1.37
H 0.49 0.23 -0.76
```

Calculated values
Gap between HOMO and LUMO (spin up / spin down) = 7.2 / 6.5 eV
HOMO energy (spin up / spin down) = -0.3938 / -0.3763 hartree

Relative energies, in eV, with the most stable structure set to zero: #one 0.000; #two 2.915.

#one
This record from OMol25 describes a 2-piece molecular cluster, C4H10NP overall. The level of theory is ωB97M-V/def2-TZVPD.

Structure (XYZ):
```
16
C4H10NP ωB97M-V/def2-TZVPD
C 1.16 0.90 1.62
C -0.34 0.68 1.38
C -0.40 -2.87 -0.81
C -0.48 1.27 -1.63
N 1.62 0.82 0.23
P 0.22 0.18 -0.32
H 1.42 1.89 2.03
H 1.63 0.15 2.26
H -0.82 -0.08 1.99
H -0.92 1.60 1.38
H -0.06 -3.19 0.15
H -1.45 -2.78 -0.99
H 0.25 -3.01 -1.65
H -0.36 2.31 -1.32
H 0.07 1.10 -2.55
H -1.53 1.03 -1.78
```

Calculated values
Gap between HOMO and LUMO (spin up / spin down) = 8.2 / 7.7 eV
HOMO energy (spin up / spin down) = -0.2858 / -0.2956 hartree

#two
This record from OMol25 describes one molecule with the formula C4H10NP. The level of theory is ωB97M-V/def2-TZVPD.

Structure (XYZ):
```
16
C4H10NP ωB97M-V/def2-TZVPD
H 1.24 0.06 -2.40
P 1.99 0.69 -1.53
C 0.99 0.44 -0.11
C 1.11 1.31 1.14
N -0.22 -0.31 -0.15
C -0.87 -0.81 -1.35
C -0.93 -0.71 1.02
H 1.16 0.86 2.18
H 1.90 2.08 1.01
H 0.18 1.85 1.16
H -0.33 -1.59 -1.95
H -1.79 -1.27 -1.06
H -0.92 0.02 -2.09
H -0.46 -0.41 1.92
H -2.01 -0.40 1.12
H -1.04 -1.82 1.08
```

Calculated values
Gap between HOMO and LUMO = 8.3 eV
HOMO energy = -0.2758 hartree
SMILES = [H]/P=C(/C)N(C)C

Relative energies, in eV, with the most stable structure set to zero: #one 2.175; #two 0.000.

#one
This record from OMol25 describes C20H35ClMgN5O4 as an isolated structure. The level of theory is ωB97M-V/def2-TZVPD.

Structure (XYZ):
```
66
C20H35ClMgN5O4 ωB97M-V/def2-TZVPD
Mg 0.41 -14.23 21.34
Cl 1.96 -10.96 22.56
O 0.88 -10.55 23.35
O 3.03 -11.48 23.29
O 1.28 -12.03 21.84
O 2.43 -9.93 21.71
C 4.36 -7.36 25.32
C 3.00 -7.91 25.43
C 1.96 -7.17 24.52
C 1.44 -5.81 24.91
N 0.96 -4.76 25.24
H 4.63 -7.38 24.26
H 4.98 -7.98 25.96
H 4.43 -6.32 25.64
H 2.67 -7.92 26.46
H 2.96 -8.98 25.22
H 1.15 -7.87 24.35
H 2.34 -7.06 23.51
C 1.90 -10.10 18.35
C 0.91 -9.47 17.53
C 1.37 -8.92 16.13
C 2.27 -7.79 16.27
N 2.92 -6.88 16.39
H 2.81 -9.54 18.57
H 2.25 -10.90 17.69
H 1.50 -10.47 19.29
H 0.44 -8.64 18.06
H 0.03 -10.01 17.18
H 0.55 -8.52 15.53
H 1.76 -9.77 15.58
C 5.23 -10.36 18.80
C 5.49 -11.79 18.31
C 6.72 -12.48 18.88
C 6.53 -12.87 20.31
N 6.32 -13.14 21.44
H 6.14 -9.79 19.03
H 4.54 -10.28 19.64
H 4.74 -9.75 18.05
H 5.61 -11.82 17.23
H 4.61 -12.42 18.47
H 7.68 -12.03 18.62
H 6.74 -13.50 18.49
C -1.42 -9.59 20.39
C -2.58 -10.33 19.65
C -2.03 -11.48 18.76
C -1.04 -12.47 19.25
N -0.31 -13.26 19.62
H -0.88 -10.35 20.97
H -1.72 -8.75 21.02
H -0.68 -9.21 19.68
H -3.05 -9.64 18.96
H -3.42 -10.64 20.27
H -1.55 -10.94 17.94
H -2.81 -12.03 18.22
C 5.92 -10.84 25.23
C 6.97 -11.95 25.49
C 6.83 -12.79 26.77
C 6.65 -12.02 28.02
N 6.52 -11.43 28.95
H 5.95 -10.59 24.17
H 6.07 -10.03 25.94
H 4.91 -11.23 25.30
H 7.88 -11.35 25.52
H 7.08 -12.46 24.54
H 7.55 -13.58 26.97
H 5.91 -13.38 26.69
```

Calculated values
Gap between HOMO and LUMO = 4.0 eV
HOMO energy = -0.4511 hartree
Net charge = +1

#two
This record from OMol25 describes C20H35ClMgN5O4 as an isolated structure. The level of theory is ωB97M-V/def2-TZVPD.

Structure (XYZ):
```
66
C20H35ClMgN5O4 ωB97M-V/def2-TZVPD
Mg -0.83 -0.21 0.26
Cl -0.56 3.30 0.56
O -1.24 2.03 0.41
O 0.20 3.50 -0.60
O -1.49 4.32 0.93
O 0.39 2.98 1.54
C -3.82 0.47 4.16
C -4.53 -0.88 3.93
C -4.81 -1.23 2.48
C -3.71 -0.86 1.55
N -2.80 -0.56 0.88
H -4.46 1.33 3.97
H -2.91 0.60 3.58
H -3.59 0.53 5.23
H -5.45 -1.00 4.49
H -3.78 -1.58 4.30
H -5.59 -0.59 2.06
H -4.88 -2.28 2.21
C 2.72 2.84 -3.44
C 3.53 2.69 -2.11
C 3.42 1.30 -1.51
C 2.13 0.76 -1.05
N 1.11 0.39 -0.59
H 2.98 3.79 -3.91
H 1.66 2.92 -3.20
H 2.80 1.95 -4.07
H 3.29 3.48 -1.40
H 4.60 2.86 -2.28
H 4.11 1.26 -0.67
H 3.80 0.55 -2.21
C 3.49 1.06 2.32
C 3.27 0.21 3.59
C 1.80 0.12 3.95
C 0.90 -0.22 2.86
N 0.17 -0.46 1.99
H 3.03 0.58 1.46
H 4.48 0.93 1.89
H 3.11 2.09 2.37
H 3.97 0.49 4.38
H 3.60 -0.82 3.47
H 1.33 0.98 4.43
H 1.64 -0.83 4.46
C -3.79 0.55 -5.16
C -2.76 1.58 -4.74
C -1.35 1.07 -4.27
C -1.34 0.41 -2.95
N -1.31 -0.08 -1.90
H -4.76 1.05 -5.14
H -3.92 -0.30 -4.50
H -3.86 0.27 -6.21
H -3.26 2.06 -3.90
H -2.64 2.36 -5.49
H -0.64 1.89 -4.14
H -0.90 0.37 -4.97
C 2.86 -3.68 -0.04
C 1.87 -4.83 0.02
C 0.39 -4.65 0.22
C -0.28 -3.34 0.04
N -0.80 -2.29 -0.14
H 2.56 -2.80 -0.62
H 3.79 -4.04 -0.46
H 2.95 -3.25 0.96
H 2.22 -5.58 0.74
H 1.99 -5.31 -0.95
H 0.15 -4.90 1.25
H -0.22 -5.38 -0.32
```

Calculated values
Gap between HOMO and LUMO = 9.2 eV
HOMO energy = -0.4187 hartree
Net charge = +1

Relative energies, in eV, with the most stable structure set to zero: #one 7.739; #two 0.000.

#one
This record from OMol25 describes CH4NO2Si as an isolated structure. The level of theory is ωB97M-V/def2-TZVPD.

Structure (XYZ):
```
9
CH4NO2Si ωB97M-V/def2-TZVPD
C -0.01 1.54 0.56
N 0.18 -0.78 -1.11
O 0.77 2.22 1.18
O -0.70 1.84 -0.45
Si -0.51 -0.22 0.36
H 0.89 -0.06 -1.41
H 0.51 -1.78 -1.05
H 0.96 -2.18 1.51
H -2.09 -0.57 0.40
```

Calculated values
Gap between HOMO and LUMO = 7.5 eV
HOMO energy = -0.1308 hartree
Net charge = -1

#two
This record from OMol25 describes an isolated ion of composition CH4NO2Si and charge -1. The level of theory is ωB97M-V/def2-TZVPD.

Structure (XYZ):
```
9
CH4NO2Si ωB97M-V/def2-TZVPD
N -0.51 -1.15 -0.88
Si -0.49 0.38 -0.04
C 1.29 0.92 0.47
O 1.93 -0.14 0.47
O 1.59 2.06 0.77
H -1.42 -1.47 -0.98
H 0.26 -1.79 -0.65
H -1.07 0.16 1.51
H -1.58 1.02 -0.66
```

Calculated values
Gap between HOMO and LUMO = 7.5 eV
HOMO energy = -0.1251 hartree
SMILES = N[SiH2]C(=O)[O-]
Net charge = -1

Relative energies, in eV, with the most stable structure set to zero: #one 2.497; #two 0.000.